{
  "formula": "C6H11N",
  "method": "the ωB97M-V functional and the def2-TZVPD basis",
  "relative_energy_kcal_mol": 1.2,
  "smiles": "CCC[C@@H](C)C#N",
  "orbital_gap_ev": 12.2755,
  "e_tot_ha": -289.9698,
  "symbols": ["H", "C", "H", "C", "H", "C", "C", "H", "C", "H", "H", "H", "H", "C", "H", "H", "N", "H"],
  "xyz": [[0.11463, -1.11140, -0.98414], [2.51291, -0.27107, 0.15327], [-2.39187, -1.22388, -1.40725], [-2.45954, -0.19575, -1.03268], [-3.46379, -0.05622, -0.61942], [0.03067, -0.13815, -0.48181], [1.07238, -0.10320, 0.64989], [-2.35198, 0.48084, -1.88801], [-1.39593, 0.07384, 0.02666], [0.84110, -0.91786, 1.34968], [-1.49291, 1.10134, 0.39862], [-1.56780, -0.58095, 0.89214], [2.61013, -1.21717, -0.38896], [0.92885, 1.15302, 1.40568], [0.28458, 0.62658, -1.22841], [3.21871, -0.27871, 0.98913], [0.78237, 2.15202, 1.97157], [2.78886, 0.54511, -0.52175]],
  "lowdin_charge": [0.121, -0.067, 0.072, -0.116, 0.071, -0.198, -0.376, 0.074, -0.274, 0.145, 0.106, 0.115, 0.082, -0.211, 0.128, 0.083, 0.156, 0.087]
}